No. 1
{"formula": "C12H33AsF3N2O3", "method": "ωB97M-V/def2-TZVPD", "symbols": ["As", "F", "F", "F", "O", "O", "O", "N", "N", "C", "C", "C", "C", "C", "C", "C", "C", "C", "C", "C", "C", "H", "H", "H", "H", "H", "H", "H", "H", "H", "H", "H", "H", "H", "H", "H", "H", "H", "H", "H", "H", "H", "H", "H", "H", "H", "H", "H", "H", "H", "H", "H", "H", "H"], "coordinates": [[-2.21, 2.82, 1.59], [3.73, 2.20, 1.45], [3.25, 2.96, 3.44], [1.77, 1.86, 2.29], [1.51, 4.91, 2.33], [1.59, 1.43, -1.38], [-3.60, -3.95, -0.44], [3.62, -0.59, -0.79], [-1.26, -2.19, -0.17], [-1.19, -3.63, 0.04], [-0.52, -4.26, -1.18], [2.19, -0.92, -0.86], [1.28, 0.28, -0.60], [2.75, 2.77, 2.19], [0.96, 1.49, -2.64], [-2.53, -4.27, 0.43], [-0.78, 4.33, 1.41], [2.29, 4.07, 1.53], [-3.70, -4.74, -1.60], [1.90, -1.65, -2.17], [0.15, 4.46, 2.60], [-3.41, -5.78, -1.40], [-2.82, -3.88, 1.41], [0.82, -1.75, -2.31], [-0.22, 5.22, 3.30], [3.82, -0.21, 0.13], [-0.24, 4.11, 0.48], [3.77, 0.20, -1.42], [0.90, 2.54, -2.92], [-0.56, -5.35, -1.16], [-0.98, -3.92, -2.10], [1.98, -1.62, -0.05], [-1.44, 2.21, 2.86], [-3.31, 1.69, 1.71], [2.32, -1.14, -3.03], [3.21, 4.61, 1.27], [0.53, -3.95, -1.21], [-0.53, -3.79, 0.90], [-4.74, -4.73, -1.92], [0.20, 3.51, 3.16], [-3.08, -4.36, -2.42], [-1.31, 1.87, 0.62], [-2.43, -5.36, 0.51], [-0.05, 1.08, -2.59], [1.78, 3.77, 0.59], [0.23, 0.00, -0.73], [-2.93, 3.44, 0.30], [-3.07, 3.79, 2.55], [1.53, 0.95, -3.41], [-2.00, -1.99, -0.84], [2.33, -2.65, -2.14], [-1.53, -1.70, 0.68], [1.40, 0.59, 0.43], [-1.34, 5.26, 1.26]], "charge": -1, "energy_ha": -3347.42456, "lumo_energy_ha": 0.0950, "homo_energy_ev": -3.27}

No. 2
{"formula": "C25H22Cl52F3N3O3P", "method": "ωB97M-V/def2-TZVPD", "symbols": ["Cl", "Cl", "Cl", "Cl", "Cl", "Cl", "Cl", "Cl", "Cl", "Cl", "Cl", "Cl", "Cl", "Cl", "Cl", "Cl", "Cl", "Cl", "Cl", "Cl", "Cl", "Cl", "Cl", "Cl", "Cl", "Cl", "Cl", "Cl", "Cl", "Cl", "Cl", "Cl", "Cl", "Cl", "Cl", "Cl", "Cl", "Cl", "Cl", "Cl", "Cl", "Cl", "Cl", "Cl", "Cl", "Cl", "Cl", "Cl", "Cl", "Cl", "Cl", "Cl", "P", "F", "F", "F", "O", "O", "O", "N", "N", "N", "C", "C", "C", "C", "C", "C", "C", "C", "C", "C", "C", "C", "C", "C", "C", "C", "C", "C", "C", "C", "C", "C", "C", "C", "C", "H", "H", "H", "H", "H", "H", "H", "H", "H", "H", "H", "H", "H", "H", "H", "H", "H", "H", "H", "H", "H", "H"], "coordinates": [[-1.94, 3.53, -4.05], [0.57, -8.93, 2.13], [-0.56, 4.56, -9.21], [7.58, -5.59, 3.25], [-2.76, 4.97, -1.67], [8.87, 4.28, 0.87], [1.56, -1.36, -3.53], [4.44, 4.13, 7.06], [-5.75, -4.22, -9.42], [1.19, 7.22, 3.82], [2.65, 4.75, 0.05], [7.16, 4.33, 3.21], [0.36, 4.54, 3.09], [1.21, -7.44, -0.27], [5.10, -3.10, -3.10], [4.74, -5.85, -2.29], [7.40, -4.68, -2.32], [0.80, 10.42, 2.20], [2.07, 4.95, 5.41], [-6.80, -1.93, -5.42], [-5.63, -6.83, -8.18], [9.94, 3.55, 3.46], [-4.46, 2.90, -2.77], [3.65, -1.64, -5.52], [3.71, 0.58, -3.66], [2.30, 2.24, 1.45], [-5.00, -1.16, -3.28], [-1.53, 8.69, 2.16], [4.89, -4.51, 3.22], [4.15, 7.02, 7.09], [-7.36, 0.44, -3.83], [-4.13, 5.41, -4.18], [6.03, -5.24, -4.82], [-1.86, 11.57, 2.16], [5.24, 5.71, 4.73], [1.71, 0.50, -5.76], [-4.21, -4.59, -7.00], [-0.82, -6.44, 1.55], [-0.78, 3.52, -6.51], [1.97, -6.39, 2.32], [1.69, 3.19, -7.99], [-0.83, 10.23, -0.19], [4.02, 4.29, 2.57], [-0.71, 5.79, 5.48], [-7.10, -4.69, -6.90], [8.06, 1.79, 2.13], [6.79, 5.83, 7.17], [5.31, -7.38, 3.07], [-0.67, 1.70, -8.76], [6.00, -5.68, 0.82], [4.84, 2.85, 0.19], [-5.15, 0.44, -5.70], [-2.78, -0.45, 3.29], [-3.76, -3.14, -0.74], [-4.20, -4.23, 1.18], [-4.85, -2.00, 0.86], [-1.21, 1.40, -1.98], [1.21, -3.66, 1.05], [1.05, 1.03, -1.70], [-2.73, -1.01, 1.60], [-1.55, 1.13, 0.91], [-0.56, -1.15, 0.73], [0.73, -7.30, 1.44], [-0.70, -3.45, -0.64], [-0.08, 3.24, -8.12], [5.82, -4.72, -3.14], [-1.42, -2.19, 0.04], [0.86, -3.58, -0.34], [0.73, 5.63, 4.45], [5.94, -5.79, 2.59], [-2.42, -2.44, 1.30], [-3.32, 4.20, -3.17], [-0.86, 10.23, 1.58], [-6.08, -0.55, -4.56], [-1.61, -0.18, 1.09], [-0.33, 1.81, 0.35], [2.66, -0.48, -4.62], [-3.66, -1.63, 4.47], [-0.24, 1.42, -1.22], [3.45, 3.54, 1.06], [8.51, 3.49, 2.42], [-5.67, -5.08, -7.87], [-3.95, 1.08, 3.23], [-1.66, -3.35, 2.36], [5.15, 5.67, 6.51], [-3.83, -2.97, 0.68], [-5.11, -2.14, 4.01], [-4.97, 0.74, 3.66], [-0.45, 2.96, 0.38], [-2.95, -2.48, 4.77], [0.21, -0.77, 0.16], [-5.09, -3.00, 3.27], [-2.48, -3.79, 3.05], [1.35, -2.77, 1.44], [-5.63, -2.54, 4.95], [-5.78, -1.32, 3.59], [-1.85, -1.56, -0.82], [-3.58, 1.93, 3.88], [-3.83, -1.04, 5.44], [-2.33, 1.74, 1.15], [1.20, -4.56, -0.84], [-1.12, -4.25, 1.92], [-0.92, -2.74, 2.97], [-1.30, -4.40, -0.39], [-4.18, 1.39, 2.15], [0.64, 1.50, 0.90], [1.45, -2.75, -0.86], [-0.82, -3.31, -1.77], [0.94, 0.40, -2.45]], "charge": 1, "energy_ha": -25926.20386, "lumo_energy_ha": -0.1129, "homo_energy_ev": -11.21}

No. 3
{"formula": "C2H3ClN3S", "method": "ωB97M-V/def2-TZVPD", "symbols": ["Cl", "S", "N", "N", "N", "C", "C", "H", "H", "H"], "coordinates": [[1.70, -1.32, -1.42], [1.42, 1.79, -1.22], [-0.16, 0.19, 0.12], [-0.42, 1.39, 0.41], [0.23, 2.27, -0.09], [1.09, 0.20, -0.97], [-0.84, -0.94, 0.63], [-0.17, -1.92, 0.66], [-0.99, -0.63, 1.58], [-1.87, -1.02, 0.29]], "charge": 1, "energy_ha": -1100.25887, "lumo_energy_ha": -0.2268, "relative_energy_kcal_mol": 35.7, "homo_energy_ev": -15.71}

No. 4
{"formula": "C28H28AsMoN5O7S", "method": "ωB97M-V/def2-TZVPD", "symbols": ["Mo", "As", "S", "O", "O", "O", "O", "O", "O", "O", "N", "N", "N", "N", "N", "C", "C", "C", "C", "C", "C", "C", "C", "C", "C", "C", "C", "C", "C", "C", "C", "C", "C", "C", "C", "C", "C", "C", "C", "C", "C", "C", "C", "H", "H", "H", "H", "H", "H", "H", "H", "H", "H", "H", "H", "H", "H", "H", "H", "H", "H", "H", "H", "H", "H", "H", "H", "H", "H", "H", "H"], "coordinates": [[0.32, 1.03, 0.19], [-3.68, 0.33, 1.70], [-0.84, -0.33, 2.85], [-1.69, 0.86, 2.69], [-4.27, 1.73, 2.15], [-1.06, 1.93, 0.20], [-3.67, 0.04, 0.00], [0.01, -0.36, 1.49], [0.12, -0.45, 3.88], [-0.87, -4.52, -4.13], [2.39, 1.15, 0.21], [0.96, 1.76, -1.77], [0.93, 2.24, 1.92], [0.11, -0.61, -1.03], [0.23, -2.60, -2.44], [-4.27, -2.35, 2.48], [0.65, 2.45, -4.04], [1.91, 2.02, -4.37], [4.43, 0.78, -0.91], [0.16, 2.30, -2.74], [2.11, 1.76, 2.45], [-3.27, -1.39, 2.39], [-1.99, -1.64, 2.88], [-3.96, -3.56, 3.11], [0.45, -2.52, -3.92], [-1.19, -4.56, -2.76], [0.17, 3.08, 2.68], [-0.73, -3.20, -4.61], [3.08, 1.04, -0.94], [-2.70, -3.79, 3.63], [2.73, 1.48, -3.38], [2.46, 1.92, 3.76], [0.51, 3.27, 4.03], [1.60, 2.66, 4.58], [2.24, 1.38, -2.10], [-1.23, 2.74, -2.44], [0.17, -1.57, -1.71], [4.35, 0.96, 1.51], [-1.69, -2.83, 3.52], [-0.96, 3.88, 2.13], [-0.06, -3.98, -1.93], [3.00, 1.22, 1.41], [5.06, 0.70, 0.34], [3.38, 1.51, 4.14], [-5.27, -2.17, 2.11], [-0.92, 4.02, 1.06], [3.75, 1.19, -3.60], [-1.33, -5.61, -2.49], [-4.22, 0.69, -0.48], [1.84, 2.80, 5.63], [-0.29, -3.92, -0.87], [-1.93, 3.45, 2.42], [0.01, 2.91, -4.78], [-1.62, 3.30, -3.29], [-1.66, -2.63, -4.44], [0.86, -4.55, -2.08], [-2.49, -4.72, 4.14], [-4.74, -4.30, 3.22], [1.37, -3.06, -4.12], [-0.55, -3.26, -5.68], [-1.27, 3.39, -1.57], [-0.71, -3.00, 3.93], [6.12, 0.50, 0.39], [2.28, 2.12, -5.39], [-2.13, -4.02, -2.57], [-0.11, 3.94, 4.62], [-1.89, 1.89, -2.28], [-0.92, 4.87, 2.59], [4.86, 1.00, 2.46], [5.01, 0.68, -1.82], [0.56, -1.48, -4.21]], "charge": 4, "energy_ha": -4584.92628, "lumo_energy_ha": -0.5424, "relative_energy_kcal_mol": 0.0, "homo_energy_ev": -19.56}

No. 5
{"formula": "C5H26NO8", "method": "ωB97M-V/def2-TZVPD", "symbols": ["O", "O", "O", "O", "O", "O", "O", "O", "N", "C", "C", "C", "C", "C", "H", "H", "H", "H", "H", "H", "H", "H", "H", "H", "H", "H", "H", "H", "H", "H", "H", "H", "H", "H", "H", "H", "H", "H", "H", "H"], "coordinates": [[1.66, -2.21, -2.63], [1.02, 3.23, -0.65], [-1.97, -1.96, -0.84], [2.60, 0.89, -0.58], [0.37, 0.91, -2.81], [-2.82, 1.15, -0.73], [-2.30, 1.75, 2.05], [-0.27, -4.10, -0.52], [-0.14, 0.30, -0.18], [0.81, -1.54, 2.20], [-0.60, 0.28, 1.25], [1.77, 0.73, 2.39], [-1.19, 1.69, 1.63], [0.43, -0.04, 2.34], [-0.44, 2.48, 1.43], [-2.99, 1.96, -1.21], [1.97, 3.08, -0.71], [2.48, 0.95, -1.54], [-3.66, 0.69, -0.71], [0.50, 1.08, -0.35], [1.59, 1.80, 2.26], [-1.50, -2.81, -0.81], [0.62, 1.27, -3.68], [1.55, -3.14, -2.86], [2.23, 0.52, 3.35], [1.94, -1.81, -3.46], [2.46, 0.40, 1.63], [1.31, -1.71, 1.24], [-1.48, -0.36, 1.25], [-0.22, 0.21, -3.14], [-0.91, 0.49, -0.83], [3.54, 0.72, -0.50], [-2.90, -2.16, -0.78], [-0.11, -2.12, 2.27], [0.31, -0.57, -0.38], [-0.02, -4.57, 0.29], [0.04, -4.75, -1.16], [1.51, -1.81, 2.99], [0.65, 3.77, -1.35], [-0.08, 0.18, 3.28]], "charge": 1, "energy_ha": -862.55893, "lumo_energy_ha": -0.1002, "relative_energy_kcal_mol": 39.5, "homo_energy_ev": -12.40}

No. 6
{"formula": "C6H11NO", "method": "ωB97M-V/def2-TZVPD", "symbols": ["O", "N", "C", "C", "C", "C", "C", "C", "H", "H", "H", "H", "H", "H", "H", "H", "H", "H", "H"], "coordinates": [[1.08, 0.50, 1.73], [0.70, -1.62, -1.56], [-0.99, 0.09, -0.97], [-0.37, 2.49, 0.00], [-0.42, 1.10, -0.41], [-0.09, -1.10, -0.63], [-0.70, -1.96, 0.47], [1.23, 0.08, 0.39], [-1.29, 3.01, -0.28], [1.84, 0.79, -0.17], [-0.25, 2.56, 1.09], [-1.13, -1.35, 1.27], [0.47, -1.27, -2.49], [0.08, -2.61, 0.89], [1.86, -0.81, 0.36], [-1.92, -0.02, -1.53], [-1.48, -2.59, 0.03], [0.48, 3.00, -0.46], [0.91, -0.28, 2.27]], "energy_ha": -365.01073, "lumo_energy_ha": [0.0185, 0.0186], "relative_energy_kcal_mol": 138.5, "homo_energy_ev": [-7.92, -7.92]}

No. 7
{"formula": "C3H8NOS", "method": "ωB97M-V/def2-TZVPD", "symbols": ["S", "O", "N", "C", "C", "C", "H", "H", "H", "H", "H", "H", "H", "H"], "coordinates": [[-0.57, -1.17, 0.70], [-0.11, 1.85, 0.44], [1.03, -0.69, -1.99], [-0.07, 0.85, -0.32], [-1.56, -0.19, 1.90], [1.34, 0.33, -0.99], [1.86, -0.06, -0.10], [-1.92, -0.98, 2.59], [-0.88, 0.66, -1.06], [1.87, 1.16, -1.44], [-2.38, 0.37, 1.46], [-0.93, 0.50, 2.48], [0.43, -1.38, -1.54], [1.87, -1.26, -2.14]], "charge": -1, "energy_ha": -647.28771, "lumo_energy_ha": 0.1458, "relative_energy_kcal_mol": 32.5, "homo_energy_ev": -3.24}

No. 8
{"formula": "C3H6N", "method": "ωB97M-V/def2-TZVPD", "symbols": ["N", "C", "C", "C", "H", "H", "H", "H", "H", "H"], "coordinates": [[-0.71, 0.25, -0.68], [1.19, 0.29, 0.93], [0.59, 0.67, -0.25], [-1.22, -0.87, -0.26], [1.03, 1.34, -0.99], [0.86, -0.33, 1.76], [-1.28, 0.89, -1.26], [2.21, 0.65, 1.07], [-0.64, -1.49, 0.42], [-2.02, -1.43, -0.75]], "charge": 2, "energy_ha": -171.77105, "lumo_energy_ha": [-0.4654, -0.5681], "relative_energy_kcal_mol": 2.2, "multiplicity": 2, "homo_energy_ev": [-23.55, -25.66]}